Entry 1:
Formula: C32H26BrCl5F4O5PTi
Source: the OMol25 dataset
Level of theory: ωB97M-V with the def2-TZVPD basis set

maximum force	2.29	eV Å⁻¹
HOMO-LUMO gap (spin up / spin down)	6.74 / 8.32	eV
total charge	+1
2S+1	3
relative energy (zero: lowest compared OMol25 entry of this formula, charge and spin)	37.4	kJ/mol
electronic energy	-219767.0272	eV
highest occupied orbital energy (spin up / spin down)	-9.040 / -10.632	eV

CARTESIAN COORDINATES (ANGSTROEM)
1 Ti 0.09 -0.45 -0.11
2 C -2.56 -1.05 -1.78
3 C -2.71 0.23 -1.00
4 O -2.01 0.09 0.25
5 C -2.78 -0.34 1.36
6 C -1.78 -0.82 2.39
7 O -0.74 -1.56 1.73
8 C -1.09 -2.90 1.40
9 C 0.15 -3.52 0.80
10 O 0.65 -2.68 -0.26
11 C 0.42 -3.19 -1.60
12 C -0.95 -2.80 -2.08
13 O -1.17 -1.43 -1.73
14 H -2.88 -0.92 -2.81
15 H -3.15 -1.86 -1.34
16 H -3.76 0.47 -0.84
17 H -2.25 1.04 -1.53
18 H -3.46 -1.14 1.06
19 H -3.37 0.49 1.76
20 H -2.25 -1.42 3.16
21 H -1.29 0.04 2.85
22 H -1.92 -2.90 0.68
23 H -1.39 -3.45 2.29
24 H -0.06 -4.51 0.43
25 H 0.92 -3.58 1.56
26 H 0.54 -4.27 -1.61
27 H 1.19 -2.76 -2.23
28 H -1.72 -3.41 -1.62
29 H -1.02 -2.93 -3.16
30 F 0.91 3.83 6.49
31 C 1.08 3.07 5.43
32 C 2.15 2.23 5.35
33 F 3.03 2.19 6.33
34 C 2.32 1.43 4.23
35 F 3.43 0.70 4.23
36 C 1.42 1.41 3.17
37 P 1.70 0.30 1.69
38 C 3.21 1.14 1.08
39 C 4.52 0.83 1.43
40 C 5.57 1.60 0.93
41 C 5.32 2.69 0.11
42 C 4.01 3.01 -0.22
43 C 2.96 2.24 0.26
44 C 2.24 -1.29 2.45
45 C 3.15 -2.08 1.75
46 C 3.53 -3.33 2.24
47 C 2.98 -3.80 3.42
48 C 2.04 -3.04 4.10
49 C 1.67 -1.79 3.62
50 C 0.37 2.33 3.26
51 Br -0.83 2.64 1.85
52 C 0.19 3.13 4.37
53 F -0.82 3.99 4.46
54 H 4.74 0.00 2.08
55 H 6.59 1.34 1.19
56 H 6.14 3.29 -0.27
57 H 3.80 3.87 -0.86
58 H 1.94 2.49 0.00
59 H 3.57 -1.72 0.82
60 H 4.25 -3.92 1.69
61 H 3.29 -4.77 3.81
62 H 1.60 -3.41 5.02
63 H 0.94 -1.21 4.16
64 Cl 2.69 2.47 -6.13
65 C 1.89 2.10 -4.66
66 C 2.35 1.07 -3.85
67 Cl 3.71 0.13 -4.30
68 C 1.69 0.80 -2.67
69 Cl 2.22 -0.47 -1.59
70 C 0.57 1.51 -2.22
71 O 0.01 1.19 -1.08
72 C 0.12 2.54 -3.05
73 Cl -1.25 3.45 -2.52
74 C 0.77 2.83 -4.25
75 Cl 0.19 4.12 -5.22

Entry 2:
Formula: C32H26ClN3OPdSSb
Source: the OMol25 dataset
Level of theory: ωB97M-V with the def2-TZVPD basis set

maximum force	0.57	eV Å⁻¹
HOMO-LUMO gap	6.81	eV
total charge	-1
relative energy (zero: lowest compared OMol25 entry of this formula, charge and spin)	9.9	kJ/mol
electronic energy	-73500.8270	eV
highest occupied orbital energy	-4.156	eV

CARTESIAN COORDINATES (ANGSTROEM)
1 Pd -0.02 0.25 0.45
2 O -0.02 -0.84 2.26
3 C -0.41 -2.06 2.41
4 C 0.06 -2.84 3.50
5 C -0.23 -4.18 3.62
6 C -1.00 -4.84 2.66
7 C -1.51 -4.09 1.61
8 C -1.25 -2.73 1.49
9 C -1.88 -1.96 0.39
10 N -3.01 -1.28 0.46
11 C -3.21 -0.76 -0.79
12 C -2.19 -1.12 -1.63
13 N -1.36 -1.91 -0.87
14 H 0.69 -2.34 4.23
15 H 0.17 -4.74 4.46
16 H -1.22 -5.89 2.74
17 H -2.14 -4.56 0.87
18 H -4.06 -0.14 -1.02
19 H -1.97 -0.87 -2.65
20 H -0.42 -2.18 -1.10
21 Cl 3.77 -0.93 1.95
22 C 3.11 -1.01 0.35
23 C 3.67 -0.29 -0.69
24 C 3.06 -0.37 -1.93
25 C 1.95 -1.17 -2.08
26 N 1.41 -1.88 -1.09
27 C 1.98 -1.78 0.12
28 H 4.53 0.34 -0.51
29 H 3.44 0.20 -2.77
30 H 1.44 -1.23 -3.04
31 H 1.51 -2.33 0.92
32 S 0.02 1.85 -1.20
33 Sb -0.82 2.52 1.00
34 C -1.33 4.56 0.49
35 C -2.02 5.38 1.38
36 C -2.29 6.71 1.07
37 C -1.86 7.23 -0.15
38 C -1.17 6.43 -1.04
39 C -0.91 5.10 -0.72
40 C -2.67 2.08 1.98
41 C -2.65 1.08 2.96
42 C -3.83 0.69 3.57
43 C -5.03 1.27 3.21
44 C -5.06 2.24 2.22
45 C -3.88 2.65 1.60
46 C 0.44 2.99 2.66
47 C -0.03 3.62 3.80
48 C 0.83 3.87 4.87
49 C 2.16 3.49 4.79
50 C 2.63 2.85 3.66
51 C 1.77 2.59 2.60
52 H -2.37 4.98 2.32
53 H -2.83 7.33 1.77
54 H -2.07 8.27 -0.39
55 H -0.84 6.83 -1.99
56 H -0.38 4.46 -1.42
57 H -1.71 0.58 3.20
58 H -3.80 -0.09 4.32
59 H -5.95 0.95 3.67
60 H -6.00 2.69 1.91
61 H -3.91 3.40 0.83
62 H -1.07 3.91 3.88
63 H 0.45 4.36 5.76
64 H 2.82 3.68 5.63
65 H 3.66 2.53 3.61
66 H 2.12 2.06 1.72

Entry 3:
Formula: C32H26F3I2MnN3O6PS2
Source: the OMol25 dataset
Level of theory: ωB97M-V with the def2-TZVPD basis set

maximum force	0.58	eV Å⁻¹
HOMO-LUMO gap (spin up / spin down)	7.01 / 7.03	eV
total charge	-1
2S+1	6
relative energy (zero: lowest compared OMol25 entry of this formula, charge and spin)	0.4	kJ/mol
electronic energy	-137002.2499	eV
highest occupied orbital energy (spin up / spin down)	-4.838 / -4.853	eV

CARTESIAN COORDINATES (ANGSTROEM)
1 Mn -0.42 0.07 1.48
2 I 0.04 0.42 6.76
3 C 1.19 -0.64 5.38
4 C 2.12 -1.57 5.85
5 C 2.87 -2.31 4.97
6 I 4.20 -3.73 5.76
7 C 2.76 -2.10 3.58
8 C 3.51 -2.77 2.59
9 C 3.38 -2.43 1.28
10 C 2.49 -1.40 0.92
11 N 1.74 -0.79 1.80
12 C 1.84 -1.12 3.11
13 C 0.93 -0.42 4.02
14 O 0.01 0.34 3.57
15 H 2.23 -1.72 6.91
16 H 4.19 -3.56 2.89
17 H 3.95 -2.93 0.51
18 H 2.40 -1.07 -0.10
19 O -2.65 3.10 -0.27
20 C -2.20 1.99 -0.60
21 O -1.74 1.11 0.17
22 C -2.17 1.71 -2.10
23 C -3.02 2.51 -2.87
24 C -3.04 2.45 -4.25
25 C -2.16 1.59 -4.91
26 C -1.31 0.80 -4.17
27 C -1.32 0.81 -2.76
28 P -0.12 -0.40 -2.10
29 C 1.44 0.11 -2.87
30 C 2.12 1.15 -2.23
31 C 3.34 1.59 -2.73
32 C 3.88 1.00 -3.87
33 C 3.20 -0.04 -4.51
34 C 1.98 -0.48 -4.01
35 C -0.58 -1.99 -2.82
36 C 0.29 -3.04 -2.53
37 C -0.03 -4.34 -2.91
38 C -1.23 -4.59 -3.57
39 C -2.10 -3.55 -3.85
40 C -1.78 -2.25 -3.48
41 H -3.65 3.21 -2.34
42 H -3.72 3.08 -4.82
43 H -2.14 1.55 -5.99
44 H -0.63 0.14 -4.69
45 H 1.70 1.59 -1.33
46 H 3.86 2.39 -2.23
47 H 4.83 1.34 -4.26
48 H 3.63 -0.50 -5.39
49 H 1.46 -1.30 -4.49
50 H 1.20 -2.84 -1.98
51 H 0.64 -5.15 -2.66
52 H -1.49 -5.60 -3.85
53 H -3.04 -3.75 -4.34
54 H -2.48 -1.44 -3.68
55 C -2.29 4.27 2.85
56 N -1.20 3.71 2.07
57 C 0.02 3.32 2.43
58 S 1.04 2.53 1.29
59 N 0.52 3.49 3.67
60 C -0.16 3.83 4.91
61 H -3.16 4.27 2.19
62 H -2.10 5.31 3.15
63 H -2.54 3.69 3.73
64 H -1.49 3.41 1.15
65 H 1.36 2.94 3.79
66 H -0.69 4.77 4.83
67 H 0.60 3.95 5.68
68 H -0.84 3.05 5.24
69 F -4.34 -2.70 1.55
70 C -3.41 -1.96 0.95
71 F -3.87 -1.65 -0.29
72 F -3.31 -0.79 1.62
73 S -1.73 -2.88 0.77
74 O -0.91 -2.04 1.72
75 O -2.06 -4.19 1.35
76 O 0.12 -0.57 -0.64

Entry 4:
Formula: C32H26IN5O6Sm
Source: the OMol25 dataset
Level of theory: ωB97M-V with the def2-TZVPD basis set

maximum force	2.71	eV Å⁻¹
HOMO-LUMO gap (spin up / spin down)	6.68 / 6.70	eV
total charge	-1
2S+1	6
relative energy (zero: lowest compared OMol25 entry of this formula, charge and spin)	105.6	kJ/mol
electronic energy	-79352.1073	eV
highest occupied orbital energy (spin up / spin down)	-4.638 / -4.655	eV

CARTESIAN COORDINATES (ANGSTROEM)
1 Sm 0.91 0.34 -0.14
2 C -0.41 4.06 -2.57
3 C -0.30 3.05 -1.43
4 O 0.71 2.28 -1.39
5 C -1.36 3.00 -0.55
6 C -1.43 2.16 0.59
7 C -2.81 1.84 1.14
8 N -0.44 1.69 1.33
9 N 0.77 2.39 1.31
10 C 1.84 1.75 1.68
11 O 2.00 0.48 1.73
12 C 2.99 2.61 2.13
13 C 4.19 2.62 1.43
14 C 5.25 3.37 1.91
15 C 5.14 4.07 3.10
16 C 3.94 4.05 3.80
17 C 2.87 3.33 3.31
18 H 0.55 4.16 -3.07
19 H -0.71 5.03 -2.17
20 H -1.15 3.74 -3.29
21 H -2.27 3.53 -0.82
22 H -3.45 2.71 1.00
23 H -2.73 1.61 2.20
24 H -3.25 1.00 0.62
25 H 4.26 2.05 0.52
26 H 6.18 3.40 1.36
27 H 5.98 4.62 3.49
28 H 3.85 4.59 4.73
29 H 1.93 3.29 3.85
30 O -3.75 -0.11 -3.33
31 C -2.82 -0.14 -4.30
32 C -3.24 -0.05 -5.62
33 C -2.33 -0.09 -6.66
34 C -0.97 -0.21 -6.40
35 C -0.54 -0.28 -5.09
36 C -1.44 -0.25 -4.03
37 C -0.91 -0.36 -2.65
38 O 0.31 -0.23 -2.41
39 N -1.84 -0.66 -1.71
40 N -1.33 -0.80 -0.47
41 C -2.14 -1.21 0.46
42 C -1.64 -1.33 1.80
43 C -2.50 -1.58 2.88
44 C -1.97 -1.67 4.15
45 C -0.60 -1.53 4.31
46 C 0.18 -1.26 3.19
47 N -0.32 -1.15 1.97
48 H -3.26 -0.29 -2.47
49 H -4.30 0.04 -5.81
50 H -2.69 -0.04 -7.68
51 H -0.26 -0.23 -7.21
52 H 0.51 -0.36 -4.84
53 H -3.19 -1.44 0.25
54 H -3.56 -1.67 2.71
55 H -2.61 -1.84 5.00
56 H -0.14 -1.61 5.29
57 H 1.25 -1.09 3.28
58 I 6.82 -0.52 -6.45
59 C 5.50 -0.54 -4.80
60 C 4.70 0.56 -4.57
61 C 3.89 0.58 -3.45
62 C 3.87 -0.51 -2.58
63 C 4.65 -1.63 -2.85
64 C 5.48 -1.64 -3.96
65 C 3.01 -0.36 -1.35
66 O 2.99 0.79 -0.86
67 O 2.40 -1.34 -0.86
68 H 4.71 1.40 -5.25
69 H 3.27 1.43 -3.21
70 H 4.61 -2.47 -2.18
71 H 6.11 -2.50 -4.16

Entry 5:
Formula: C32H27BrCl3KN3O5
Source: the OMol25 dataset
Level of theory: ωB97M-V with the def2-TZVPD basis set

maximum force	2.10	eV Å⁻¹
HOMO-LUMO gap	5.92	eV
total charge	-1
relative energy (zero: lowest compared OMol25 entry of this formula, charge and spin)	145.3	kJ/mol
electronic energy	-172268.4536	eV
highest occupied orbital energy	-4.502	eV

CARTESIAN COORDINATES (ANGSTROEM)
1 K -1.32 0.60 0.95
2 Cl -1.67 7.82 2.82
3 C -1.23 6.16 2.57
4 C -2.12 5.30 1.94
5 C -1.78 3.98 1.75
6 Cl -2.93 2.93 1.03
7 C -0.52 3.42 2.15
8 O -0.19 2.23 1.96
9 C 0.32 4.38 2.78
10 Cl 1.86 3.80 3.31
11 C 0.00 5.70 3.01
12 H -3.09 5.65 1.60
13 H 0.69 6.35 3.52
14 Br -1.59 -5.21 5.83
15 C -1.22 -4.58 4.06
16 C -0.37 -5.34 3.27
17 C -0.13 -4.92 1.97
18 C -0.74 -3.77 1.50
19 C -1.56 -3.01 2.31
20 C -1.81 -3.42 3.62
21 C -2.09 -1.68 1.79
22 O -2.21 -0.78 2.63
23 O -2.28 -1.59 0.56
24 H 0.07 -6.25 3.66
25 H 0.52 -5.51 1.35
26 H -0.59 -3.43 0.49
27 H -2.43 -2.79 4.24
28 C 1.59 -0.24 3.29
29 O 1.89 -1.05 2.17
30 C 2.29 -0.42 1.04
31 C 2.53 0.94 0.91
32 C 3.00 1.45 -0.29
33 C 3.23 0.63 -1.38
34 C 2.95 -0.72 -1.28
35 C 2.47 -1.24 -0.09
36 N 2.24 -2.62 0.05
37 C 1.58 -3.44 -0.77
38 C 0.63 -3.15 -1.75
39 C 0.19 -4.21 -2.58
40 C -0.82 -4.05 -3.47
41 C -1.46 -2.80 -3.59
42 C -1.10 -1.76 -2.80
43 C -0.08 -1.87 -1.79
44 O 0.16 -0.96 -0.99
45 H 2.46 0.34 3.61
46 H 1.30 -0.94 4.08
47 H 0.76 0.43 3.07
48 H 2.35 1.61 1.74
49 H 3.19 2.51 -0.37
50 H 3.63 1.03 -2.30
51 H 3.10 -1.39 -2.12
52 H 2.51 -2.99 0.95
53 H 1.82 -4.49 -0.62
54 H 0.68 -5.17 -2.49
55 H -1.15 -4.88 -4.08
56 H -2.25 -2.69 -4.32
57 H -1.62 -0.81 -2.86
58 C 0.92 0.87 -4.30
59 C 0.03 1.74 -3.49
60 C -0.65 2.90 -3.81
61 C -1.37 3.23 -2.65
62 N -1.14 2.34 -1.70
63 N -0.28 1.46 -2.21
64 C -2.31 4.37 -2.44
65 H 0.83 1.12 -5.36
66 H 0.65 -0.17 -4.16
67 H 1.96 0.99 -4.00
68 H -0.64 3.44 -4.74
69 H 0.00 0.66 -1.66
70 H -2.26 5.06 -3.27
71 H -2.07 4.89 -1.51
72 H -3.33 3.99 -2.35

Entry 6:
Formula: C32H27ClF3FeN9O6PS
Source: the OMol25 dataset
Level of theory: ωB97M-V with the def2-TZVPD basis set

maximum force	0.49	eV Å⁻¹
HOMO-LUMO gap (spin up / spin down)	7.27 / 6.81	eV
total charge	0
2S+1	2
relative energy (zero: lowest compared OMol25 entry of this formula, charge and spin)	1195.9	kJ/mol
electronic energy	-134489.2839	eV
highest occupied orbital energy (spin up / spin down)	-7.666 / -7.699	eV

CARTESIAN COORDINATES (ANGSTROEM)
1 Fe 0.85 0.08 -0.43
2 C -5.62 0.04 -0.65
3 N -3.21 -0.88 -1.47
4 C -3.20 0.42 0.84
5 C -1.92 0.66 0.52
6 N -1.22 0.13 -0.53
7 C -1.93 -0.56 -1.41
8 P -1.10 -1.37 -2.86
9 C 0.14 -0.10 -3.23
10 N 0.92 0.52 -2.37
11 C 1.72 1.36 -3.08
12 C 1.41 1.25 -4.41
13 N 0.41 0.32 -4.50
14 C -0.25 -0.09 -5.72
15 C -0.08 -2.40 -1.78
16 N 0.77 -1.88 -0.91
17 C 1.38 -2.92 -0.27
18 C 0.87 -4.09 -0.75
19 N -0.06 -3.75 -1.71
20 C -0.91 -4.67 -2.45
21 H -6.32 -0.04 0.18
22 H -6.48 -2.26 -0.27
23 H -5.24 1.06 -0.78
24 H -3.75 0.78 1.70
25 H -1.38 1.34 1.16
26 H 2.47 1.97 -2.61
27 H 1.81 1.74 -5.28
28 H 0.35 0.25 -6.56
29 H -1.25 0.35 -5.79
30 H -0.33 -1.17 -5.76
31 H 2.17 -2.74 0.44
32 H 1.08 -5.11 -0.51
33 H -0.73 -5.68 -2.07
34 H -0.67 -4.64 -3.51
35 H -1.95 -4.42 -2.30
36 F -0.40 1.81 4.40
37 C 0.76 2.41 4.09
38 F 1.74 1.63 4.55
39 F 0.80 3.55 4.81
40 C 0.87 2.69 2.62
41 C 0.90 3.99 2.15
42 C 0.93 4.25 0.79
43 C 0.93 3.17 -0.07
44 N 0.92 1.91 0.36
45 C 0.88 1.63 1.69
46 S 0.79 -0.06 1.98
47 H 0.90 4.81 2.86
48 H 0.95 5.26 0.40
49 H 0.95 3.30 -1.15
50 Cl -4.18 -0.70 -0.07
51 C -4.51 -2.12 0.60
52 C -5.97 -2.52 0.66
53 C -6.13 -3.99 0.89
54 C -5.08 -4.82 1.16
55 C -3.76 -4.35 1.24
56 C -3.39 -2.99 0.98
57 C -2.08 -2.64 1.09
58 H -6.50 -1.98 1.46
59 H -7.14 -4.38 0.86
60 H -5.27 -5.87 1.34
61 H -2.96 -5.03 1.50
62 H -1.37 -3.41 1.35
63 H -1.68 -1.65 0.97
64 O 4.37 -1.23 0.83
65 C 3.74 -0.27 0.41
66 O 2.82 -0.29 -0.47
67 C 4.09 1.10 0.95
68 C 4.05 2.20 0.11
69 C 4.38 3.45 0.61
70 C 4.73 3.66 1.93
71 C 4.78 2.53 2.73
72 C 4.48 1.26 2.27
73 N 5.17 2.71 4.15
74 O 5.24 1.72 4.84
75 O 5.38 3.85 4.53
76 N 4.30 4.61 -0.29
77 O 4.08 4.40 -1.47
78 O 4.50 5.71 0.18
79 H 3.76 2.08 -0.92
80 H 4.97 4.64 2.31
81 H 4.54 0.41 2.93

Copy entry 6 word for word.
Formula: C32H27ClF3FeN9O6PS
Source: the OMol25 dataset
Level of theory: ωB97M-V with the def2-TZVPD basis set

maximum force	0.49	eV Å⁻¹
HOMO-LUMO gap (spin up / spin down)	7.27 / 6.81	eV
total charge	0
2S+1	2
relative energy (zero: lowest compared OMol25 entry of this formula, charge and spin)	1195.9	kJ/mol
electronic energy	-134489.2839	eV
highest occupied orbital energy (spin up / spin down)	-7.666 / -7.699	eV

CARTESIAN COORDINATES (ANGSTROEM)
1 Fe 0.85 0.08 -0.43
2 C -5.62 0.04 -0.65
3 N -3.21 -0.88 -1.47
4 C -3.20 0.42 0.84
5 C -1.92 0.66 0.52
6 N -1.22 0.13 -0.53
7 C -1.93 -0.56 -1.41
8 P -1.10 -1.37 -2.86
9 C 0.14 -0.10 -3.23
10 N 0.92 0.52 -2.37
11 C 1.72 1.36 -3.08
12 C 1.41 1.25 -4.41
13 N 0.41 0.32 -4.50
14 C -0.25 -0.09 -5.72
15 C -0.08 -2.40 -1.78
16 N 0.77 -1.88 -0.91
17 C 1.38 -2.92 -0.27
18 C 0.87 -4.09 -0.75
19 N -0.06 -3.75 -1.71
20 C -0.91 -4.67 -2.45
21 H -6.32 -0.04 0.18
22 H -6.48 -2.26 -0.27
23 H -5.24 1.06 -0.78
24 H -3.75 0.78 1.70
25 H -1.38 1.34 1.16
26 H 2.47 1.97 -2.61
27 H 1.81 1.74 -5.28
28 H 0.35 0.25 -6.56
29 H -1.25 0.35 -5.79
30 H -0.33 -1.17 -5.76
31 H 2.17 -2.74 0.44
32 H 1.08 -5.11 -0.51
33 H -0.73 -5.68 -2.07
34 H -0.67 -4.64 -3.51
35 H -1.95 -4.42 -2.30
36 F -0.40 1.81 4.40
37 C 0.76 2.41 4.09
38 F 1.74 1.63 4.55
39 F 0.80 3.55 4.81
40 C 0.87 2.69 2.62
41 C 0.90 3.99 2.15
42 C 0.93 4.25 0.79
43 C 0.93 3.17 -0.07
44 N 0.92 1.91 0.36
45 C 0.88 1.63 1.69
46 S 0.79 -0.06 1.98
47 H 0.90 4.81 2.86
48 H 0.95 5.26 0.40
49 H 0.95 3.30 -1.15
50 Cl -4.18 -0.70 -0.07
51 C -4.51 -2.12 0.60
52 C -5.97 -2.52 0.66
53 C -6.13 -3.99 0.89
54 C -5.08 -4.82 1.16
55 C -3.76 -4.35 1.24
56 C -3.39 -2.99 0.98
57 C -2.08 -2.64 1.09
58 H -6.50 -1.98 1.46
59 H -7.14 -4.38 0.86
60 H -5.27 -5.87 1.34
61 H -2.96 -5.03 1.50
62 H -1.37 -3.41 1.35
63 H -1.68 -1.65 0.97
64 O 4.37 -1.23 0.83
65 C 3.74 -0.27 0.41
66 O 2.82 -0.29 -0.47
67 C 4.09 1.10 0.95
68 C 4.05 2.20 0.11
69 C 4.38 3.45 0.61
70 C 4.73 3.66 1.93
71 C 4.78 2.53 2.73
72 C 4.48 1.26 2.27
73 N 5.17 2.71 4.15
74 O 5.24 1.72 4.84
75 O 5.38 3.85 4.53
76 N 4.30 4.61 -0.29
77 O 4.08 4.40 -1.47
78 O 4.50 5.71 0.18
79 H 3.76 2.08 -0.92
80 H 4.97 4.64 2.31
81 H 4.54 0.41 2.93